No. 1
{
  "formula": "C18H38ClO18P2",
  "method": "ωB97M-V with the def2-TZVPD basis set",
  "e_above_lowest_ev": 0.000,
  "homo_energy_ev": -6.75,
  "multiplicity": 1,
  "charge": -1,
  "species": ["Cl", "O", "O", "O", "O", "C", "C", "O", "C", "O", "O", "H", "H", "H", "H", "C", "C", "O", "C", "O", "O", "H", "H", "H", "H", "C", "C", "O", "P", "O", "O", "C", "C", "O", "C", "C", "H", "H", "H", "H", "H", "H", "H", "H", "H", "H", "H", "H", "H", "H", "H", "C", "C", "O", "P", "O", "O", "C", "C", "O", "C", "C", "H", "H", "H", "H", "H", "H", "H", "H", "H", "H", "H", "H", "H", "H", "H"],
  "xyz": [[-1.876, 1.488, -12.166], [-1.395, 1.500, -13.508], [-3.008, 0.647, -12.111], [-0.902, 0.813, -11.314], [-2.102, 2.817, -11.675], [1.744, 3.009, -13.746], [3.180, 2.730, -13.854], [3.518, 2.966, -15.218], [2.458, 3.556, -15.799], [2.340, 3.886, -16.981], [1.436, 3.705, -14.932], [1.644, 3.609, -12.841], [1.087, 2.140, -13.722], [3.365, 1.689, -13.589], [3.680, 3.302, -13.072], [-5.830, 0.803, -14.669], [-4.774, 1.599, -15.351], [-5.477, 2.650, -15.930], [-6.730, 2.300, -15.986], [-7.574, 2.974, -16.611], [-6.953, 1.179, -15.354], [-5.845, 1.106, -13.622], [-5.722, -0.275, -14.791], [-4.271, 1.024, -16.129], [-3.982, 1.989, -14.712], [-3.047, -1.996, -4.980], [-4.132, -2.287, -6.081], [-3.510, -2.344, -7.302], [-3.612, -3.739, -8.227], [-4.964, -4.206, -8.596], [-2.701, -4.835, -7.385], [-1.260, -4.547, -7.320], [-0.534, -5.793, -7.961], [-2.706, -3.345, -9.533], [-3.185, -2.550, -10.615], [-3.008, -3.255, -11.914], [-3.248, -2.270, -3.944], [-2.126, -2.528, -5.216], [-2.773, -0.942, -5.020], [-4.739, -3.164, -5.858], [-4.833, -1.452, -6.084], [-0.927, -3.710, -7.933], [-0.835, -4.320, -6.342], [0.498, -5.509, -8.167], [-0.538, -6.735, -7.413], [-0.983, -5.968, -8.939], [-4.226, -2.296, -10.416], [-2.657, -1.598, -10.665], [-3.271, -4.311, -11.970], [-3.388, -2.746, -12.800], [-1.926, -3.326, -12.021], [-1.872, 6.027, -14.398], [-2.394, 4.629, -14.578], [-3.282, 4.631, -15.665], [-2.984, 4.121, -17.144], [-1.947, 4.947, -17.856], [-2.555, 2.511, -17.003], [-1.802, 1.870, -17.980], [-0.374, 1.767, -17.509], [-4.386, 4.050, -17.916], [-4.880, 5.108, -18.709], [-5.349, 6.209, -17.757], [-2.702, 6.587, -13.967], [-0.997, 6.129, -13.757], [-1.714, 6.411, -15.406], [-1.627, 3.873, -14.745], [-3.012, 4.370, -13.718], [-2.189, 0.853, -18.049], [-1.920, 2.400, -18.925], [0.157, 2.719, -17.498], [-0.296, 1.222, -16.567], [0.224, 1.091, -18.120], [-4.136, 5.369, -19.462], [-5.637, 4.740, -19.401], [-6.084, 5.790, -17.069], [-4.496, 6.681, -17.270], [-5.712, 7.020, -18.388]],
  "forces_ev_per_angstrom": [[2.31, -1.55, 1.79], [0.45, 0.71, -1.34], [-2.80, -0.30, -0.18], [0.47, 0.82, -0.17], [-0.44, 0.27, -0.25], [-1.54, -0.18, 0.79], [1.02, -1.64, 0.90], [0.23, 0.38, 0.14], [-1.50, 1.01, -3.18], [1.08, -0.89, 3.02], [0.32, 0.66, -0.43], [-0.92, 0.19, -0.28], [0.05, -0.01, 0.30], [0.28, -0.10, -0.36], [0.84, 0.53, -0.85], [1.64, -0.98, 1.46], [2.59, -0.92, 0.06], [0.42, 0.88, 0.03], [-3.32, 3.47, -3.16], [1.85, -2.06, 1.86], [-2.83, -0.43, -0.28], [-0.49, -0.32, 0.19], [0.21, 0.11, 0.34], [-0.04, 0.05, -0.17], [-0.18, -0.09, 0.13], [0.10, -0.16, -0.70], [-0.23, 0.50, 2.81], [0.68, -2.06, -3.17], [0.91, 0.97, -0.64], [1.05, 0.29, 1.00], [-0.04, 2.17, -0.86], [1.11, -1.82, -1.27], [-0.32, 1.08, 0.00], [-0.01, -0.99, 2.47], [-1.63, 1.03, -0.01], [1.47, -0.99, -0.64], [-0.65, 0.06, -0.13], [-0.05, -0.19, -0.24], [-0.12, 0.05, 0.07], [0.20, -0.28, 0.01], [-0.07, 0.08, -0.10], [-0.74, 0.15, -0.16], [-0.89, -0.32, 0.47], [0.15, -0.05, 0.17], [-0.23, 0.26, 0.30], [-0.12, -0.02, 0.03], [-0.16, -0.08, -0.06], [0.23, -0.08, 0.30], [-0.77, 0.08, 0.42], [-0.12, 0.26, 0.35], [0.27, 0.19, -0.44], [-0.48, 0.35, -0.31], [0.77, -0.51, 1.01], [-1.66, -0.92, -2.32], [2.13, -0.16, -1.09], [-1.48, -1.22, 0.84], [-2.06, 3.22, 1.48], [0.91, -0.51, -0.42], [0.92, -0.48, -0.34], [0.98, -1.12, 0.73], [0.23, 0.65, -0.19], [0.47, 0.24, -1.53], [0.15, 0.36, 0.08], [-0.03, -0.19, -0.15], [0.49, 0.25, 0.14], [0.07, 0.02, 0.24], [0.31, -0.41, 0.04], [-0.30, 0.00, -0.29], [0.24, -0.19, -0.19], [-0.20, 0.02, 0.28], [-0.41, 0.57, 0.50], [-0.11, 0.10, -0.73], [0.61, 0.71, 0.52], [-0.66, -0.44, 0.80], [0.05, 0.31, -0.02], [0.04, -0.44, 0.41], [-0.70, 0.05, 0.16]],
  "lowdin_charge": [0.5942, -0.3777, -0.3709, -0.3959, -0.3550, -0.1429, -0.1428, 0.0875, -0.5313, 0.1067, 0.0695, 0.1393, 0.1250, 0.1345, 0.1282, -0.1341, -0.1373, 0.0732, -0.5756, 0.0842, 0.1033, 0.1410, 0.1430, 0.1315, 0.1258, -0.0523, -0.3081, -0.1944, 0.5473, -0.2399, -0.1942, -0.2446, -0.0679, -0.2036, -0.2753, -0.0716, 0.0663, 0.0509, 0.0699, 0.1107, 0.1141, 0.1033, 0.1027, 0.0678, 0.0662, 0.0712, 0.1159, 0.1107, 0.0756, 0.0820, 0.0768, -0.0547, -0.2790, -0.1868, 0.5174, -0.2550, -0.2123, -0.3003, -0.0653, -0.1932, -0.2711, -0.0570, 0.0751, 0.0790, 0.0751, 0.1076, 0.1142, 0.1155, 0.1165, 0.0648, 0.0802, 0.0738, 0.1089, 0.1160, 0.0857, 0.0707, 0.0712]
}

=====

No. 2
{
  "formula": "C18H38F4MnN4O10S4",
  "method": "ωB97M-V with the def2-TZVPD basis set",
  "e_above_lowest_ev": 3.717,
  "homo_energy_ev": [-7.65, -7.65],
  "multiplicity": 6,
  "charge": 0,
  "species": ["Mn", "N", "S", "O", "O", "F", "S", "O", "O", "F", "N", "S", "O", "O", "F", "S", "O", "O", "F", "C", "C", "C", "C", "C", "C", "N", "O", "C", "C", "C", "H", "H", "H", "H", "H", "H", "H", "H", "H", "H", "H", "H", "H", "H", "H", "H", "H", "H", "H", "C", "C", "C", "C", "C", "C", "N", "O", "C", "C", "C", "H", "H", "H", "H", "H", "H", "H", "H", "H", "H", "H", "H", "H", "H", "H", "H", "H", "H", "H"],
  "xyz": [[2.168, 2.232, -0.164], [2.392, 0.509, -1.276], [1.263, -0.463, -1.725], [0.913, -1.547, -0.843], [1.097, -0.658, -3.127], [0.067, 0.585, -1.458], [3.676, -0.232, -2.087], [3.913, 0.388, -3.354], [3.787, -1.653, -1.923], [4.908, 0.255, -1.194], [0.319, 2.758, 0.341], [-0.888, 1.969, 1.347], [-1.978, 1.345, 0.678], [-1.106, 2.647, 2.587], [0.035, 0.734, 1.742], [-0.676, 3.867, -0.120], [-1.323, 4.689, 0.850], [-1.404, 3.470, -1.290], [0.511, 4.862, -0.626], [4.896, -0.854, 2.884], [3.409, -0.379, 2.732], [2.566, -0.772, 3.988], [2.920, 0.048, 5.205], [2.523, 1.513, 4.892], [3.173, 2.064, 3.605], [3.135, 1.067, 2.504], [3.757, 1.631, 1.353], [2.260, 3.219, 3.218], [4.636, 2.560, 3.953], [2.792, -1.221, 1.615], [5.007, -1.929, 2.951], [5.283, -0.316, 3.753], [5.514, -0.417, 2.095], [1.513, -0.758, 3.707], [2.865, -1.803, 4.192], [3.986, -0.089, 5.404], [2.458, -0.217, 6.157], [2.817, 2.073, 5.779], [1.438, 1.536, 4.796], [2.506, 3.784, 2.315], [1.245, 2.844, 3.047], [2.017, 3.920, 4.019], [5.162, 1.604, 4.049], [5.155, 3.085, 3.154], [4.683, 3.004, 4.942], [3.533, -1.216, 0.814], [1.796, -0.876, 1.355], [2.642, -2.251, 1.936], [4.689, 1.728, 1.605], [-5.872, 0.128, -2.179], [-4.961, -1.062, -2.326], [-5.703, -2.208, -3.064], [-4.828, -3.264, -3.677], [-3.771, -2.683, -4.585], [-2.881, -1.703, -3.825], [-3.759, -0.684, -3.171], [-3.012, 0.310, -2.521], [-1.878, -2.416, -2.907], [-1.995, -0.885, -4.801], [-4.482, -1.618, -0.967], [-6.096, 0.622, -3.123], [-5.567, 0.855, -1.427], [-6.813, -0.317, -1.835], [-6.199, -2.750, -2.245], [-6.564, -1.899, -3.658], [-5.373, -3.973, -4.313], [-4.454, -3.986, -2.945], [-4.207, -2.091, -5.394], [-3.277, -3.544, -5.041], [-1.301, -1.675, -2.353], [-2.395, -2.848, -2.042], [-1.287, -3.210, -3.352], [-1.563, 0.000, -4.335], [-1.092, -1.488, -4.950], [-2.373, -0.633, -5.791], [-3.780, -1.018, -0.391], [-4.264, -2.668, -1.137], [-5.419, -1.589, -0.400], [-2.882, -0.038, -1.623]],
  "forces_ev_per_angstrom": [[0.60, -0.88, 0.71], [3.36, -0.47, -0.53], [-7.51, -2.14, -0.26], [1.29, 1.16, -0.53], [1.50, -0.07, 0.26], [0.54, 0.04, 0.45], [3.51, 0.01, -1.06], [-0.58, -0.30, 1.17], [-1.18, 1.24, -0.01], [-0.84, 0.62, 0.25], [-2.32, -1.86, 3.10], [0.64, -2.88, 2.58], [0.64, 0.94, -0.42], [0.51, -0.28, -1.12], [0.21, 0.53, -0.38], [-1.04, 5.09, -4.48], [0.35, -1.03, 0.09], [0.73, 0.29, 0.96], [-0.08, -0.54, -0.21], [-0.49, 2.47, 0.39], [-0.55, -1.20, 0.41], [1.05, -0.47, 0.15], [-0.23, 0.98, -0.33], [0.84, -1.53, 0.38], [0.37, 1.35, 0.73], [-0.98, -0.26, 0.76], [0.30, -0.20, -0.05], [-1.32, 0.22, -0.50], [-0.70, -2.22, -0.47], [0.50, 0.44, -0.05], [-0.07, 0.01, -0.02], [0.23, -0.76, 0.34], [-0.11, -0.52, -0.44], [-0.08, 0.15, 0.21], [-0.30, -0.15, -0.18], [0.09, 0.36, -0.08], [-0.39, -0.39, -0.29], [-0.11, 0.62, -0.35], [-0.04, 0.08, -0.01], [0.45, 0.09, 0.15], [0.23, -0.33, -0.23], [0.84, 0.14, 0.15], [0.41, 0.23, 0.22], [-0.22, 0.57, 0.21], [-0.02, 0.56, -0.28], [-0.61, -0.16, -0.54], [0.20, 0.22, -0.38], [0.33, -0.03, 0.11], [0.09, 0.22, -0.62], [-0.83, -0.26, 0.36], [2.46, -0.31, -1.47], [-0.81, -0.63, 1.78], [-0.26, -0.70, -1.22], [0.07, 0.29, 0.34], [1.02, 0.83, -0.56], [-1.27, -0.41, -0.65], [-0.12, -0.31, 0.45], [-1.21, 0.27, 1.97], [1.15, -0.66, 0.07], [-2.16, 0.11, -0.25], [0.31, -0.01, -0.06], [0.24, 0.01, -0.13], [-0.15, 0.31, 0.13], [-0.30, 0.23, 0.05], [0.52, 0.43, -0.53], [-0.63, 0.37, 0.07], [0.56, 0.55, 0.27], [-0.38, -0.22, 0.00], [0.70, 0.41, -0.01], [0.60, -0.01, -0.66], [-0.21, -0.50, -0.33], [0.18, 0.32, -0.28], [-0.50, 0.13, 0.13], [-0.08, -0.12, -0.39], [-0.53, -0.03, 0.20], [0.34, -0.25, -0.19], [0.66, 0.08, 0.53], [0.22, -0.22, 0.47], [0.36, 0.35, -0.07]],
  "mulliken_spin": [4.8408, 0.0322, -0.0143, 0.0058, 0.0060, 0.0132, 0.0158, 0.0033, 0.0052, 0.0032, 0.0290, 0.0061, 0.0072, 0.0034, 0.0089, 0.0103, 0.0062, 0.0056, 0.0054, 0.0013, 0.0126, 0.0026, -0.0005, 0.0035, 0.0166, -0.0975, -0.0098, 0.0421, 0.0013, 0.0206, 0.0003, 0.0000, -0.0002, 0.0001, 0.0001, -0.0001, -0.0002, -0.0001, 0.0002, 0.0018, -0.0137, 0.0009, -0.0005, 0.0002, 0.0004, 0.0012, 0.0082, -0.0006, 0.0164, 0.0000, -0.0001, 0.0000, 0.0000, 0.0000, 0.0001, 0.0000, 0.0003, -0.0006, -0.0001, -0.0001, 0.0000, 0.0000, 0.0000, 0.0000, 0.0000, 0.0000, 0.0000, 0.0000, 0.0000, 0.0003, -0.0001, -0.0001, 0.0000, 0.0000, 0.0000, 0.0001, 0.0000, 0.0000, 0.0000]
}

=====

No. 3
{
  "formula": "C18H38F5NO11P3",
  "method": "ωB97M-V with the def2-TZVPD basis set",
  "homo_energy_ev": -4.23,
  "multiplicity": 1,
  "charge": -1,
  "species": ["C", "P", "O", "C", "C", "N", "C", "F", "F", "C", "F", "F", "F", "C", "O", "O", "H", "H", "H", "H", "H", "H", "H", "H", "O", "P", "O", "C", "C", "O", "C", "C", "O", "C", "C", "H", "H", "H", "H", "H", "H", "H", "H", "H", "H", "H", "H", "H", "H", "H", "O", "P", "O", "C", "C", "O", "C", "C", "O", "C", "C", "H", "H", "H", "H", "H", "H", "H", "H", "H", "H", "H", "H", "H", "H", "H"],
  "xyz": [[-5.235, -0.152, 0.876], [-5.896, -1.712, 0.081], [-7.561, -1.439, -0.106], [-5.800, -3.148, 1.326], [-4.319, -3.613, 1.457], [-6.573, -2.939, 2.565], [-5.899, -2.544, 3.731], [-6.896, -1.999, 4.571], [-5.004, -1.533, 3.573], [-5.296, -3.730, 4.631], [-5.693, -4.927, 4.171], [-3.931, -3.726, 4.588], [-5.662, -3.620, 5.931], [-6.543, -4.341, 0.573], [-6.842, -4.247, -0.621], [-6.810, -5.413, 1.210], [-4.304, -0.328, 1.456], [-5.043, 0.652, 0.131], [-6.036, 0.249, 1.555], [-7.952, -1.442, 0.787], [-3.923, -3.931, 0.462], [-4.169, -4.479, 2.135], [-3.678, -2.744, 1.763], [-7.278, -3.654, 2.743], [0.054, -0.571, 1.857], [0.285, 0.340, 3.034], [-1.228, 0.938, 3.242], [-2.213, 0.100, 3.848], [-1.992, -0.028, 5.345], [0.943, 1.613, 2.206], [1.596, 1.401, 0.955], [0.655, 1.679, -0.201], [0.782, 1.105, 4.453], [2.028, 0.667, 5.020], [3.224, 1.046, 4.166], [-2.216, -0.884, 3.370], [-3.183, 0.562, 3.662], [-1.071, -0.578, 5.558], [-2.822, -0.560, 5.813], [-1.895, 0.956, 5.806], [2.008, 0.392, 0.898], [2.443, 2.092, 0.909], [-0.305, 1.177, -0.077], [1.098, 1.358, -1.146], [0.439, 2.748, -0.265], [1.993, -0.416, 5.178], [2.113, 1.140, 6.000], [3.240, 0.470, 3.237], [4.157, 0.848, 4.696], [3.187, 2.101, 3.891], [4.282, 0.495, -3.672], [4.721, 1.624, -4.567], [3.587, 2.750, -4.188], [3.701, 3.439, -2.947], [4.806, 4.481, -2.986], [4.056, 1.068, -5.974], [3.821, -0.328, -6.162], [2.384, -0.682, -5.833], [5.543, 2.768, -5.494], [6.897, 2.451, -5.860], [6.981, 1.303, -6.850], [3.866, 2.724, -2.135], [2.744, 3.932, -2.766], [5.787, 4.005, -3.067], [4.797, 5.088, -2.078], [4.691, 5.134, -3.852], [4.522, -0.922, -5.573], [4.020, -0.553, -7.213], [2.074, -0.273, -4.871], [2.247, -1.765, -5.813], [1.709, -0.262, -6.582], [7.473, 2.225, -4.957], [7.323, 3.351, -6.307], [6.699, 0.357, -6.378], [7.997, 1.194, -7.231], [6.300, 1.461, -7.687]],
  "forces_ev_per_angstrom": [[-1.06, 0.43, 1.10], [0.13, -0.57, -1.78], [1.28, 0.22, 1.41], [-0.42, -0.62, -0.78], [0.55, 0.67, -0.21], [1.33, 0.86, 0.23], [-2.11, 0.13, 0.96], [0.64, -0.33, -0.29], [-0.15, -1.04, -0.16], [0.84, -0.01, -0.19], [0.01, 0.79, 0.49], [-0.82, 0.15, 0.19], [0.32, -0.16, -0.81], [-1.29, -2.74, -0.42], [0.72, 1.59, -0.55], [0.81, 1.72, 1.30], [-0.58, 0.02, -0.36], [-0.12, -0.84, 0.21], [0.84, -0.17, -0.20], [-0.12, 0.00, -0.32], [-0.59, 0.29, 0.62], [-0.35, 0.63, -0.30], [-0.32, -0.81, 0.02], [0.50, -0.18, -0.15], [1.66, -2.42, 2.74], [-3.36, 6.90, -3.75], [0.62, -0.57, 0.46], [-0.26, -0.11, 0.25], [0.09, -0.07, 0.06], [0.75, -0.50, 0.52], [-0.21, 0.01, -0.31], [-0.13, 0.17, -0.11], [0.57, -3.44, -0.03], [0.40, 0.14, 0.18], [0.00, -0.06, -0.26], [-0.04, 0.04, -0.04], [0.12, 0.05, -0.14], [-0.06, -0.04, 0.05], [0.01, -0.02, -0.07], [-0.05, -0.01, -0.05], [-0.14, -0.02, -0.03], [-0.04, 0.06, 0.17], [0.16, -0.18, 0.06], [0.01, 0.02, 0.01], [0.07, -0.02, 0.00], [0.07, 0.05, 0.12], [-0.20, 0.01, -0.05], [0.05, 0.03, 0.03], [-0.05, -0.03, 0.06], [-0.03, -0.04, 0.08], [3.85, 0.58, 1.06], [-7.61, 0.93, -3.87], [0.89, -0.08, 0.18], [0.04, 0.27, 0.17], [0.13, -0.04, 0.01], [1.07, -0.11, 0.05], [-0.36, -0.19, 0.08], [-0.20, 0.07, -0.05], [1.93, -1.45, 2.56], [0.33, -0.02, -0.38], [-0.14, -0.22, 0.06], [-0.06, -0.01, -0.01], [-0.04, -0.14, -0.12], [0.01, 0.06, 0.06], [-0.01, -0.04, 0.00], [-0.06, -0.02, 0.05], [-0.09, 0.05, 0.10], [0.05, 0.19, -0.02], [0.20, -0.09, 0.05], [0.00, 0.02, -0.02], [0.05, -0.05, -0.02], [0.08, 0.08, -0.08], [-0.17, 0.07, 0.11], [0.04, 0.01, -0.05], [0.01, 0.06, 0.05], [0.05, 0.07, 0.04]],
  "lowdin_charge": [-0.3049, 0.9237, -0.3286, -0.5133, -0.0745, 0.0899, -0.4333, 0.0450, 0.1029, -0.4810, 0.1558, 0.1112, 0.1291, -0.7348, -0.0664, -0.0877, 0.0087, 0.0254, 0.0329, 0.0359, 0.0948, 0.0815, 0.0644, 0.1391, -0.2108, 0.6388, -0.2121, -0.2936, -0.0768, -0.2319, -0.3118, -0.0709, -0.2089, -0.2865, -0.0838, 0.1042, 0.1130, 0.0648, 0.0765, 0.0806, 0.1009, 0.1094, 0.0773, 0.0735, 0.0743, 0.1124, 0.1168, 0.0688, 0.0775, 0.0854, -0.2167, 0.6358, -0.2135, -0.2932, -0.0859, -0.2299, -0.3088, -0.0714, -0.2081, -0.2848, -0.0816, 0.1069, 0.1193, 0.0633, 0.0767, 0.0818, 0.0995, 0.1133, 0.0751, 0.0785, 0.0767, 0.1115, 0.1175, 0.0691, 0.0791, 0.0871]
}